Molecular formula: C20H20BF3O3
Method: DFT, ωB97M-V/def2-TZVPD

```
47
Properties=species:S:1:pos:R:3:forces:R:3
C 6.065 0.245 1.764 0.9 0.2 0.8
C 4.957 0.782 1.006 -2.1 -0.6 -1.2
C 4.713 1.940 0.337 0.0 0.7 -0.3
C 3.499 1.810 -0.349 -0.8 -0.3 0.6
C 2.972 0.569 0.022 3.3 0.9 -2.5
B 1.205 -0.067 0.109 -2.9 -0.9 2.6
F 0.668 1.224 0.360 0.9 -0.9 -0.3
F 2.430 -0.309 -1.105 2.2 1.6 2.0
F 1.653 -0.756 1.301 -0.3 0.9 -1.3
O 3.874 -0.022 0.803 1.1 -1.8 -0.1
H 6.807 1.052 1.768 0.1 -0.3 0.3
H 5.766 0.024 2.802 0.2 -0.1 -0.4
H 6.527 -0.639 1.289 -0.4 0.3 0.2
H 5.360 2.784 0.251 0.3 0.4 0.2
H 2.951 2.574 -0.847 0.0 0.2 -0.7
C -3.432 -2.388 4.650 0.3 -0.5 -0.6
O -2.734 -3.181 3.663 -0.1 0.8 0.4
C -2.059 -2.523 2.675 0.0 0.9 -1.3
C -1.236 -3.322 1.849 -0.3 -0.1 1.9
C -0.441 -2.749 0.901 -0.5 0.6 -0.7
C -0.610 -1.397 0.555 -0.8 -0.2 0.1
C 0.129 -0.920 -0.664 -1.1 0.7 0.1
C -0.603 0.004 -1.644 -0.7 -0.8 -0.2
C 0.013 0.272 -2.874 -0.5 -0.2 0.2
C -0.641 0.938 -3.890 -0.8 1.4 0.1
C -1.903 1.534 -3.634 -0.2 -0.9 1.1
O -2.388 2.467 -4.511 -0.5 0.2 0.5
C -3.508 3.276 -4.048 0.6 -0.7 -0.4
C -2.596 1.140 -2.453 0.5 1.0 -0.8
C -1.932 0.396 -1.483 0.3 0.0 -0.3
C -1.359 -0.561 1.390 0.0 -0.7 -0.5
C -2.152 -1.128 2.378 0.0 -1.0 1.4
H -3.619 -3.116 5.441 -0.2 0.3 0.0
H -2.833 -1.542 5.038 -0.2 -0.5 -0.3
H -4.376 -2.023 4.214 0.2 0.0 0.3
H -1.145 -4.380 2.102 0.0 0.3 -0.1
H 0.319 -3.357 0.412 -0.3 0.1 -0.3
H 0.277 -1.843 -1.233 1.1 0.3 0.1
H 1.015 -0.086 -3.053 0.1 -0.1 -0.1
H -0.151 1.149 -4.836 0.0 0.0 0.1
H -3.596 4.048 -4.812 -0.2 -0.1 0.2
H -4.416 2.655 -4.006 0.2 0.3 0.0
H -3.318 3.732 -3.061 0.1 -0.3 -0.4
H -3.606 1.515 -2.251 0.5 -0.2 -0.1
H -2.466 0.126 -0.582 0.0 0.0 -0.1
H -1.304 0.524 1.270 -0.3 -0.5 -0.1
H -2.778 -0.470 2.989 0.2 -0.3 -0.1
```
Positions in Å, forces in eV/Å.

* energy relative to the best compared isomer or geometry (same formula, charge and spin): 169.0 kJ/mol
* total charge: 0
* 2S+1: 1
* highest occupied orbital energy: -0.267 Ha


Molecular formula: C20H20Br2IrN3O2
Method: DFT, ωB97M-V/def2-TZVPD

```
48
Properties=species:S:1:pos:R:3:forces:R:3
Ir -0.299 0.163 0.374 -0.4 -0.1 0.7
C 1.332 4.348 -0.069 0.0 0.1 0.0
C 0.284 3.265 -0.191 0.0 0.2 0.0
O 0.699 2.113 -0.323 0.3 -0.2 -0.1
C -1.127 3.606 -0.153 0.0 0.1 0.1
C -1.499 4.966 -0.052 0.2 -0.1 0.0
C -2.805 5.365 -0.015 -0.2 -0.1 0.0
C -3.807 4.379 -0.070 0.0 0.1 0.0
C -3.488 3.051 -0.161 0.0 -0.1 0.0
C -2.141 2.607 -0.211 0.1 -0.1 -0.1
O -1.934 1.324 -0.316 0.1 0.1 0.0
H 2.312 3.877 -0.077 0.0 0.0 0.0
H 1.203 4.909 0.859 0.0 0.0 -0.1
H 1.264 5.055 -0.900 0.0 0.0 0.1
H -0.725 5.724 -0.011 0.0 -0.1 0.0
H -3.059 6.415 0.059 0.0 0.0 0.0
H -4.850 4.674 -0.040 0.0 0.0 0.0
H -4.254 2.284 -0.201 0.0 0.1 0.0
Br 3.724 -0.091 0.582 0.0 0.0 0.0
C 2.800 -1.621 -0.089 -0.1 0.1 -0.1
Br 1.482 -1.181 -1.436 0.0 0.1 -0.1
H 2.255 -2.086 0.719 0.0 0.0 0.1
H 3.512 -2.272 -0.569 0.1 -0.1 0.0
N -5.410 -3.818 -0.278 0.1 0.1 0.0
C -4.275 -3.072 -0.130 -0.2 -0.1 0.0
C -3.464 -2.755 -1.226 0.0 0.0 0.0
C -2.338 -1.988 -1.023 0.0 0.0 0.1
N -1.963 -1.523 0.172 -0.2 -0.1 -0.3
C -2.740 -1.822 1.215 0.1 0.0 0.1
C -3.882 -2.584 1.120 0.0 0.0 0.1
H -5.649 -4.216 -1.165 0.0 0.0 0.0
H -5.950 -4.091 0.521 0.0 0.0 0.0
H -3.716 -3.100 -2.222 0.0 0.0 0.1
H -1.700 -1.729 -1.861 0.0 0.0 0.0
H -2.416 -1.432 2.176 0.0 0.0 -0.1
H -4.466 -2.799 2.008 0.0 0.0 0.0
N 0.454 -0.717 1.831 -0.1 -0.4 0.1
C 0.388 -1.728 2.751 0.1 0.4 -0.3
C 0.321 -3.073 2.340 0.0 -0.2 0.0
C 0.269 -4.100 3.271 0.0 0.0 0.0
C 0.278 -3.825 4.634 0.0 0.1 -0.1
C 0.348 -2.498 5.054 0.0 0.1 -0.1
C 0.408 -1.464 4.134 0.0 0.1 0.1
H 0.295 -3.281 1.276 0.0 0.0 0.0
H 0.217 -5.128 2.929 0.0 0.0 0.0
H 0.236 -4.629 5.358 0.0 0.0 0.0
H 0.360 -2.270 6.114 0.0 0.0 0.0
H 0.467 -0.430 4.453 0.0 -0.1 0.0
```
Positions in Å, forces in eV/Å.

* energy relative to the best compared isomer or geometry (same formula, charge and spin): 36.8 kJ/mol
* expectation value of S²: 6.035
* total charge: 0
* 2S+1: 5
* highest occupied orbital energy (alpha / beta): -0.242 / -0.277 Ha


Molecular formula: C20H20Br2LiN2O3P
Method: DFT, ωB97M-V/def2-TZVPD

```
49
Properties=species:S:1:pos:R:3:forces:R:3
Li 0.661 -2.209 -0.397 0.7 -0.5 -0.6
Br 3.364 -4.664 -2.571 0.0 0.0 0.0
C 4.328 -4.095 -1.004 -0.3 0.1 0.2
Br 3.320 -2.818 0.059 0.4 -0.2 -0.2
H 5.239 -3.613 -1.330 0.0 0.0 0.0
H 4.524 -4.968 -0.397 0.0 0.0 0.0
N 0.043 -3.044 -2.425 -0.1 0.1 0.2
N -1.322 -2.714 -2.281 -0.1 0.1 -0.2
C -1.870 -2.447 -1.000 -0.1 0.1 0.0
O -3.095 -2.416 -0.930 0.2 0.0 0.0
O -1.012 -2.215 -0.084 -0.8 -0.2 0.1
H 0.402 -2.586 -3.255 0.0 0.1 0.1
H 0.153 -4.043 -2.567 0.1 0.0 0.1
H -1.973 -3.143 -2.919 0.0 0.0 0.0
O 1.316 -0.754 0.474 0.0 -0.1 0.1
P 0.243 0.293 0.549 0.0 1.1 0.1
C 1.075 1.889 0.835 0.0 -0.2 0.0
C 2.194 1.877 1.664 0.0 0.0 0.0
C 2.904 3.044 1.897 0.0 0.0 0.0
C 2.498 4.232 1.303 0.0 0.0 0.0
C 1.387 4.248 0.472 0.0 0.1 0.0
C 0.677 3.079 0.236 -0.1 0.0 0.0
C -0.906 0.131 1.928 0.1 0.0 -0.2
C -1.665 1.226 2.333 0.0 0.0 0.0
C -2.545 1.100 3.395 0.0 0.0 0.0
C -2.661 -0.116 4.055 0.0 0.0 0.0
C -1.889 -1.200 3.665 0.0 0.0 0.1
C -1.007 -1.078 2.604 0.0 0.0 0.0
C -0.616 0.598 -1.009 -0.1 -0.3 0.1
C 0.176 0.645 -2.156 0.1 0.0 0.1
C -0.401 0.910 -3.387 0.0 0.0 -0.1
C -1.771 1.118 -3.476 0.0 0.0 0.0
C -2.559 1.057 -2.338 -0.1 0.0 0.0
C -1.986 0.803 -1.101 0.0 -0.1 0.0
H 2.508 0.943 2.113 0.0 0.0 0.0
H 3.779 3.028 2.533 0.0 0.0 0.0
H 3.051 5.145 1.485 0.0 0.0 0.0
H 1.081 5.171 -0.002 0.0 0.0 0.0
H -0.183 3.090 -0.424 0.0 0.0 0.0
H -1.562 2.175 1.819 0.0 0.0 0.0
H -3.135 1.950 3.714 0.0 0.0 0.0
H -3.361 -0.218 4.875 0.0 0.0 0.0
H -1.982 -2.145 4.185 0.0 0.0 0.0
H -0.408 -1.916 2.276 -0.1 0.0 0.0
H 1.245 0.483 -2.066 0.0 0.0 -0.1
H 0.212 0.948 -4.279 0.0 0.0 0.0
H -2.227 1.315 -4.437 0.0 0.0 0.0
H -3.631 1.183 -2.409 0.0 0.0 0.0
H -2.612 0.722 -0.222 0.0 0.0 0.0
```
Positions in Å, forces in eV/Å.

* total charge: 0
* 2S+1: 1
* highest occupied orbital energy: -0.316 Ha